1.
DFT (wB97M-V/def2-TZVPD) results for C33H28N9O3ReS as an isolated structure in a non-equilibrium geometry.

```
! RIJCOSX wB97M-V def2-TZVPD def2/J DEFGRID3
* xyz -1 2
Re -0.54 -0.22 0.37
C -4.64 -0.29 -1.42
C -3.63 -0.10 -2.50
C -3.97 0.59 -3.65
C -3.10 0.73 -4.72
C -1.86 0.11 -4.66
C -1.48 -0.58 -3.52
C -0.23 -1.40 -3.55
C -2.33 -0.64 -2.40
N -1.87 -1.22 -1.21
C -2.55 -2.27 -0.72
O -3.34 -2.96 -1.36
C -2.24 -2.59 0.71
C -2.80 -3.67 1.38
C -2.46 -3.88 2.71
C -1.57 -3.01 3.32
C -1.06 -1.94 2.60
N -1.41 -1.74 1.32
C -0.15 -0.93 3.21
O 0.14 -0.96 4.41
N 0.22 0.04 2.33
C 1.02 1.10 2.60
C 2.29 1.03 3.18
C 2.89 -0.30 3.51
C 2.97 2.20 3.46
C 2.46 3.47 3.12
C 1.29 3.59 2.45
C 0.49 2.39 2.03
C -1.89 2.91 1.27
H -5.49 0.37 -1.57
H -4.20 -0.08 -0.44
H -4.97 -1.32 -1.42
H -4.95 1.03 -3.72
H -3.39 1.28 -5.60
H -1.19 0.15 -5.51
H 0.32 -1.24 -4.48
H -0.49 -2.46 -3.46
H 0.20 -0.69 -1.69
H -3.49 -4.31 0.85
H -2.87 -4.72 3.26
H -1.27 -3.14 4.35
H 2.76 -1.00 2.67
H 2.39 -0.74 4.37
H 3.95 -0.20 3.71
H 3.94 2.15 3.94
H 3.03 4.35 3.38
H 0.91 4.54 2.13
H -2.82 3.39 1.60
H -1.37 1.60 2.85
H -1.38 3.55 0.56
N -1.11 3.60 3.49
C -1.01 2.57 2.46
S -2.38 1.39 0.41
N 0.72 2.45 0.58
N 0.79 1.39 -0.17
C 1.67 1.57 -1.17
C 2.29 0.75 -2.15
C 3.56 1.23 -2.59
C 4.38 0.54 -3.45
C 3.99 -0.69 -3.96
C 2.76 -1.19 -3.59
C 1.93 -0.49 -2.73
O 0.70 -1.15 -2.45
H -2.04 3.57 3.90
H -0.44 3.41 4.22
H 2.17 2.53 -1.07
H 3.90 2.17 -2.19
H 5.34 0.95 -3.70
H 4.64 -1.25 -4.62
H 2.43 -2.15 -3.97
N 5.24 -3.35 1.08
C 4.15 -3.12 0.77
N 2.93 -3.02 0.40
C 2.05 -2.15 0.33
N 1.10 -1.49 0.11
*
```

The value obtained for the gap between HOMO and LUMO (spin up / spin down) is 0.167 / 0.165 hartree. As for the LUMO energy (spin up / spin down): 0.81 / 0.94 eV.

Results of the Löwdin charge analysis, in e, for atoms 1 through 4: Re 1.1163; C -0.0692; C -0.2064; C -0.0433

=====

2.
DFT (wB97M-V/def2-TZVPD) results for C33H28N9O5S4Sc as an isolated structure in a non-equilibrium geometry.

```
! RIJCOSX wB97M-V def2-TZVPD def2/J DEFGRID3
* xyz 0 1
Sc 0.35 0.09 -0.78
S 1.42 -4.00 -2.59
C 1.13 -2.76 -1.54
S 2.39 -1.75 -0.89
S -0.49 -2.30 -1.07
O 1.03 -5.74 5.02
C 0.09 -4.83 4.69
O -1.01 -4.89 5.18
C 0.48 -3.77 3.73
C -0.55 -3.14 3.03
C -0.28 -2.05 2.23
C 1.02 -1.56 2.14
C 2.07 -2.22 2.77
C 1.79 -3.32 3.57
N 1.20 -0.34 1.43
C 1.94 0.55 1.95
C 2.06 1.86 1.30
C 2.80 2.89 1.87
C 2.79 4.13 1.25
C 2.05 4.30 0.09
C 1.35 3.22 -0.41
N 1.36 2.02 0.17
H 1.80 -5.64 4.46
H -1.55 -3.53 3.12
H -1.06 -1.55 1.69
H 3.08 -1.89 2.62
H 2.62 -3.80 4.08
H 2.46 0.39 2.89
H 3.34 2.72 2.79
H 3.35 4.95 1.67
H 2.00 5.25 -0.42
H 0.74 3.30 -1.31
O -1.29 0.81 0.51
C -2.46 1.38 -0.13
C -2.33 0.98 -1.62
O -3.31 0.97 -2.33
O -1.11 0.73 -1.97
C -2.35 2.90 0.00
C -2.47 3.48 1.26
C -2.28 4.84 1.43
C -2.01 5.65 0.34
C -1.92 5.08 -0.93
C -2.09 3.71 -1.10
C -3.72 0.82 0.50
C -3.72 -0.44 1.10
C -4.88 -0.96 1.64
C -6.06 -0.24 1.58
C -6.08 1.00 0.96
C -4.92 1.52 0.42
H -1.23 1.08 1.46
H -2.69 2.86 2.12
H -2.37 5.27 2.42
H -1.88 6.72 0.47
H -1.73 5.71 -1.79
H -2.02 3.29 -2.09
H -2.81 -1.02 1.12
H -4.86 -1.95 2.09
H -6.97 -0.65 2.00
H -7.00 1.56 0.89
H -4.94 2.49 -0.07
S -0.91 1.42 3.72
C -2.20 0.50 4.28
N -1.97 -0.80 4.65
C -2.92 -1.65 5.08
C -4.20 -1.19 5.18
C -4.40 0.16 4.82
N -3.46 0.98 4.41
H -1.02 -1.13 4.53
H -2.58 -2.66 5.31
H -5.00 -1.83 5.51
H -5.40 0.58 4.89
N 2.06 -1.43 -5.03
N 2.05 -0.29 -4.25
N 2.88 0.71 -4.45
C 2.63 1.46 -3.39
N 1.70 0.91 -2.59
N 1.33 -0.20 -3.19
H 1.93 -1.18 -6.00
H 1.42 -2.11 -4.63
H 3.13 2.40 -3.19
*
```

The value obtained for the gap between HOMO and LUMO is 0.196 hartree. As for the LUMO energy: -1.29 eV.

Results of the Löwdin charge analysis, in e, for atoms 1 through 4: Sc 0.6736; S 0.4391; C -1.8019; S 0.4586

=====

3.
DFT (wB97M-V/def2-TZVPD) results for C33H29BMnN4O6S as an isolated structure.

```
! RIJCOSX wB97M-V def2-TZVPD def2/J DEFGRID3
* xyz -1 5
Mn -0.25 -1.80 -1.79
O -0.30 -1.66 0.56
C 0.97 -1.55 1.21
C 2.05 -1.62 0.08
O 3.22 -1.61 0.41
O 1.60 -1.71 -1.12
C 1.04 -0.26 2.03
C 2.20 0.51 2.13
C 2.23 1.65 2.92
C 1.10 2.06 3.62
C -0.06 1.30 3.52
C -0.08 0.16 2.74
C 1.18 -2.77 2.11
C 0.40 -3.92 1.92
C 0.61 -5.04 2.71
C 1.59 -5.03 3.70
C 2.37 -3.89 3.88
C 2.16 -2.77 3.09
H -1.00 -1.66 1.21
H 3.08 0.20 1.59
H 3.14 2.23 2.98
H 1.13 2.95 4.23
H -0.95 1.60 4.06
H -1.01 -0.41 2.71
H -0.33 -3.95 1.12
H 0.01 -5.93 2.55
H 1.75 -5.91 4.31
H 3.14 -3.88 4.64
H 2.78 -1.90 3.22
S -0.55 -1.70 -4.23
C -2.17 -1.75 -3.65
C -3.29 -2.01 -4.47
C -4.52 -2.12 -3.88
C -4.66 -1.97 -2.50
C -3.52 -1.74 -1.76
N -2.32 -1.61 -2.32
H -3.14 -2.17 -5.52
H -5.39 -2.34 -4.49
H -5.62 -2.07 -2.01
H -3.56 -1.64 -0.68
C 1.29 6.80 -0.32
C 0.38 5.86 0.48
C 1.11 5.47 1.77
C -0.91 6.60 0.87
C 0.04 4.64 -0.37
C -0.65 4.81 -1.58
C -1.00 3.75 -2.41
C -0.64 2.49 -2.00
O -0.85 1.27 -2.59
B -0.28 0.32 -1.75
O 0.29 0.97 -0.64
C 0.05 2.30 -0.81
C 0.40 3.34 0.02
H 1.54 7.68 0.28
H 0.81 7.14 -1.23
H 2.22 6.30 -0.60
H 1.33 6.37 2.35
H 2.05 4.96 1.56
H 0.50 4.80 2.38
H -0.67 7.47 1.48
H -1.57 5.94 1.44
H -1.45 6.94 -0.01
H -0.93 5.81 -1.89
H -1.54 3.90 -3.34
H 0.93 3.13 0.94
N 1.27 -5.04 -1.18
C 0.14 -4.74 -1.87
O -0.63 -3.82 -1.41
C -0.17 -5.49 -3.03
C -1.40 -5.31 -3.70
N -2.41 -5.20 -4.24
C 0.74 -6.48 -3.47
N 1.47 -7.31 -3.81
H 1.60 -4.35 -0.53
H 1.94 -5.65 -1.60
*
```

The value obtained for the gap between HOMO and LUMO (spin up / spin down) is 0.267 / 0.268 hartree. As for the LUMO energy (spin up / spin down): 2.13 / 2.14 eV.

Results of the Löwdin charge analysis, in e, for atoms 1 through 4: Mn 0.7216; O -0.0528; C -0.2943; C -0.5544

=====

Quick rundown of E, same order as above: -2469.2663; -4496.9849; -3519.7080 Eh
Quick rundown of ΔE to the lowest compared entry with this formula, charge and spin, same order as above: 687.1; 63.7; 43.3 kJ/mol